# 1
Formula: C4H7ClF4N2
Source: the Open Molecules 2025 dataset
Level of theory: the ωB97M-V functional and the def2-TZVPD basis

HOMO energy = -9.9145 eV
charge = 0
relative energy (zero: lowest compared OMol25 entry of this formula, charge and spin) = 0.0 kJ/mol

Each line ends with the natural charge from an NBO analysis.
Positions of all 18 atoms, in Å:
1 C 0.18 0.94 1.77  -0.650
2 C -0.38 -0.98 -1.69  -0.704
3 C 0.26 -0.12 0.68  -0.197
4 C -0.56 0.09 -0.59  0.114
5 N -0.03 -1.49 1.15  0.310
6 N 0.43 1.62 -1.24  0.296
7 F 0.89 -1.67 2.20  -0.249
8 F -1.25 -1.60 1.80  -0.227
9 F 0.03 1.83 -2.52  -0.234
10 F 1.68 1.16 -1.40  -0.238
11 Cl -2.16 0.74 -0.45  0.053
12 H -0.64 0.74 2.37  0.230
13 H 1.14 0.98 2.33  0.236
14 H 0.03 1.97 1.49  0.246
15 H -0.66 -0.68 -2.68  0.244
16 H -0.92 -1.91 -1.60  0.253
17 H 0.63 -1.43 -1.85  0.244
18 H 1.34 -0.20 0.25  0.274

***

# 2
Formula: C5H11N
Source: the Open Molecules 2025 dataset
Level of theory: the ωB97M-V functional and the def2-TZVPD basis

HOMO energy (spin up / spin down) = -6.9200 / -6.9209 eV
charge = 0
relative energy (zero: lowest compared OMol25 entry of this formula, charge and spin) = 278.8 kJ/mol

Each line ends with the natural charge from an NBO analysis.
Positions of all 17 atoms, in Å:
1 C 2.51 0.23 0.25  -0.606
2 C 1.11 -0.39 0.17  -0.405
3 C 0.03 0.65 -0.12  -0.212
4 N -1.32 0.05 -0.16  -0.284
5 C -2.05 -0.10 0.96  -0.345
6 C -1.88 -0.42 -1.28  -0.332
7 H 2.81 0.71 -0.69  0.204
8 H 3.26 -0.54 0.47  0.216
9 H 2.58 0.98 1.05  0.204
10 H 1.10 -1.15 -0.62  0.202
11 H 0.87 -0.89 1.11  0.212
12 H 0.21 1.15 -1.08  0.203
13 H 0.02 1.41 0.67  0.207
14 H -2.64 -1.00 1.03  0.191
15 H -2.16 0.70 1.69  0.176
16 H -1.31 -1.00 -1.99  0.175
17 H -2.95 -0.30 -1.37  0.192

***

# 3
Formula: C4H8GdO3
Source: the Open Molecules 2025 dataset
Level of theory: the ωB97M-V functional and the def2-TZVPD basis

HOMO energy (spin up / spin down) = -15.8538 / -18.5207 eV
charge = +2
spin multiplicity = 9

Each line ends with the Mulliken spin population.
Positions of all 16 atoms, in Å:
1 C 2.82 -0.24 -1.06  0.815
2 O 2.81 0.50 -0.08  0.798
3 H -0.51 0.84 -1.58  -0.007
4 H 3.72 -0.28 -1.70  0.173
5 H 2.08 -1.05 -1.16  0.152
6 O -0.56 1.80 0.28  -0.037
7 C -1.20 1.07 -0.70  0.020
8 C -1.75 -0.25 -0.17  -0.022
9 O -0.67 -1.06 0.33  0.195
10 C -0.36 -0.97 1.63  0.187
11 Gd 1.13 1.27 1.41  5.691
12 H -2.07 1.62 -1.12  -0.003
13 H -2.21 -0.83 -0.98  -0.002
14 H -2.48 -0.08 0.64  0.000
15 H 0.39 -1.70 1.94  0.021
16 H -1.15 -0.65 2.32  0.020

***

# 4
Formula: C28H29EuN3Si
Source: the Open Molecules 2025 dataset
Level of theory: the ωB97M-V functional and the def2-TZVPD basis

HOMO energy (spin up / spin down) = -9.7737 / -9.1535 eV
charge = +1
spin multiplicity = 7
relative energy (zero: lowest compared OMol25 entry of this formula, charge and spin) = 0.0 kJ/mol

Each line ends with the Mulliken spin population.
Positions of all 62 atoms, in Å:
1 C 0.72 1.75 1.13  0.005
2 C -0.20 2.14 0.10  -0.008
3 C -1.28 2.83 0.72  -0.011
4 H -0.05 2.06 -0.98  0.004
5 C -1.00 2.92 2.11  0.000
6 C 0.22 2.24 2.36  -0.007
7 H 0.74 2.18 3.32  0.000
8 H 1.68 1.25 0.98  0.002
9 H -2.11 3.30 0.18  -0.001
10 H -1.58 3.48 2.84  0.000
11 Eu -1.52 0.17 1.69  5.062
12 C -1.31 -1.50 -1.20  0.589
13 H -0.86 -0.80 -0.47  0.127
14 H -1.14 -2.55 -0.91  -0.029
15 H -2.34 -1.28 -1.52  -0.056
16 Si 0.17 -0.39 -2.98  0.175
17 C 1.89 -0.54 -3.70  0.036
18 C 2.75 0.59 -3.66  0.014
19 H 2.34 1.57 -3.43  0.003
20 C 4.12 0.45 -3.85  0.005
21 H 4.77 1.32 -3.79  -0.001
22 C 4.68 -0.81 -4.12  -0.001
23 H 5.76 -0.91 -4.28  0.000
24 C 3.83 -1.91 -4.21  0.003
25 H 4.25 -2.89 -4.45  0.000
26 C 2.45 -1.79 -4.02  0.019
27 H 1.79 -2.64 -4.07  -0.002
28 C -0.98 0.93 -3.63  0.030
29 C -0.63 1.81 -4.66  -0.002
30 H 0.30 1.62 -5.22  0.000
31 C -1.43 2.92 -4.96  -0.004
32 H -1.13 3.59 -5.77  0.000
33 C -2.58 3.18 -4.21  0.006
34 H -3.20 4.05 -4.42  0.000
35 C -2.94 2.32 -3.17  0.000
36 H -3.82 2.51 -2.54  -0.001
37 C -2.15 1.21 -2.89  -0.047
38 H -2.41 0.56 -2.05  0.007
39 H 0.49 0.11 -1.65  0.003
40 H -0.59 -1.60 -2.55  0.095
41 N -0.85 -2.40 4.44  -0.004
42 C -1.04 -1.11 4.95  0.003
43 C -0.54 -0.79 6.21  0.000
44 C -0.62 0.54 6.63  -0.001
45 C -1.28 1.47 5.82  0.001
46 C -1.83 1.04 4.61  -0.003
47 N -1.68 -0.23 4.16  -0.005
48 C -0.26 -2.70 3.21  0.027
49 C 0.00 -4.03 2.86  -0.001
50 C 0.59 -4.29 1.63  -0.004
51 C 0.95 -3.21 0.81  -0.008
52 C 0.70 -1.91 1.25  -0.018
53 N 0.02 -1.66 2.41  0.003
54 H -0.76 -3.13 5.13  0.000
55 H -0.06 -1.60 6.78  0.000
56 H -0.18 0.83 7.58  0.000
57 H -1.37 2.52 6.11  0.000
58 H -2.41 1.72 3.97  0.002
59 H -0.28 -4.81 3.58  0.000
60 H 0.77 -5.31 1.30  0.001
61 H 1.40 -3.35 -0.17  0.004
62 H 1.04 -1.02 0.69  -0.012

***

# 5
Formula: C9H14
Source: the Open Molecules 2025 dataset
Level of theory: the ωB97M-V functional and the def2-TZVPD basis

HOMO energy = -8.6528 eV
charge = 0
SMILES = Cc1ccccc1.CC
relative energy (zero: lowest compared OMol25 entry of this formula, charge and spin) = 215.0 kJ/mol

Each line ends with the natural charge from an NBO analysis.
Positions of all 23 atoms, in Å:
1 C 0.44 -0.68 0.30  -0.638
2 C -0.05 -0.50 -1.06  0.010
3 C -0.03 0.69 -1.63  -0.266
4 C -0.42 0.78 -2.95  -0.169
5 C -0.69 -0.41 -3.71  -0.223
6 C -1.00 -1.59 -2.93  -0.184
7 C -0.73 -1.66 -1.59  -0.240
8 H 0.64 -1.85 0.55  0.205
9 H 0.06 -0.21 1.22  0.235
10 H 1.34 -0.12 0.23  0.218
11 H 0.23 1.58 -1.07  0.216
12 H -0.54 1.74 -3.54  0.213
13 H -0.91 -0.45 -4.66  0.195
14 H -1.51 -2.39 -3.54  0.208
15 H -0.79 -2.60 -1.07  0.218
16 C 1.22 0.83 3.20  -0.625
17 C -0.29 1.12 3.16  -0.626
18 H 1.89 1.45 2.57  0.210
19 H 1.54 0.87 4.23  0.208
20 H 1.45 -0.24 2.93  0.203
21 H -0.60 1.51 4.10  0.213
22 H -0.79 0.15 2.88  0.212
23 H -0.45 1.95 2.40  0.209

***

# 6
Formula: C3H7N
Source: the Open Molecules 2025 dataset
Level of theory: the ωB97M-V functional and the def2-TZVPD basis

HOMO energy (spin up / spin down) = -15.4868 / -17.8584 eV
charge = +1
spin multiplicity = 2
relative energy (zero: lowest compared OMol25 entry of this formula, charge and spin) = 0.0 kJ/mol

Each line ends with the Mulliken spin population.
Positions of all 11 atoms, in Å:
1 C 1.35 -0.12 0.50  0.020
2 C -0.05 -0.01 0.00  0.118
3 C -0.89 -1.11 -0.26  0.559
4 N -0.52 1.19 -0.25  0.270
5 H 1.36 -0.66 1.45  0.001
6 H 1.77 0.86 0.69  0.000
7 H 1.94 -0.71 -0.21  0.003
8 H -1.91 -0.94 -0.59  0.019
9 H -0.61 -2.13 -0.04  0.034
10 H 0.07 2.01 -0.13  -0.012
11 H -1.38 1.33 -0.76  -0.010

***

# 7
Formula: C11H4MnN3O8S3
Source: the Open Molecules 2025 dataset
Level of theory: the ωB97M-V functional and the def2-TZVPD basis

HOMO energy (spin up / spin down) = -6.3444 / -6.4523 eV
charge = -1
spin multiplicity = 4

Each line ends with the Mulliken spin population.
Positions of all 30 atoms, in Å:
1 Mn -0.04 -0.27 0.91  3.521
2 O 1.32 0.15 -0.51  0.017
3 C 2.34 -0.52 -0.62  0.003
4 C 2.45 -1.89 -0.23  0.016
5 C 3.69 -2.52 -0.39  -0.005
6 C 3.79 -3.86 -0.17  0.006
7 C 2.66 -4.63 0.16  -0.001
8 C 1.44 -4.03 0.30  -0.001
9 C 1.30 -2.63 0.16  -0.008
10 O 0.14 -2.10 0.34  -0.004
11 N 5.10 -4.52 -0.32  0.000
12 O 5.14 -5.72 -0.17  0.001
13 O 6.05 -3.83 -0.62  0.001
14 H 3.21 -0.05 -1.10  0.000
15 H 4.57 -1.95 -0.67  -0.001
16 H 2.78 -5.70 0.29  0.000
17 H 0.56 -4.61 0.56  0.001
18 O 1.31 1.30 3.94  -0.004
19 S 1.48 0.90 2.59  0.003
20 O 2.75 1.20 1.97  0.005
21 O 1.14 -0.61 2.37  0.018
22 O 0.29 1.41 1.69  -0.033
23 S -1.79 0.29 -0.54  -0.238
24 C -2.89 -0.04 0.74  0.006
25 S -2.02 -0.65 2.09  -0.349
26 C -4.24 0.17 0.70  0.031
27 C -4.85 0.69 -0.49  0.003
28 N -5.32 1.10 -1.45  0.005
29 C -5.06 -0.14 1.84  0.003
30 N -5.69 -0.39 2.76  0.005

***

# 8
Formula: C22H16N3O7V
Source: the Open Molecules 2025 dataset
Level of theory: the ωB97M-V functional and the def2-TZVPD basis

HOMO energy (spin up / spin down) = -7.3408 / -7.3852 eV
charge = 0
spin multiplicity = 3
relative energy (zero: lowest compared OMol25 entry of this formula, charge and spin) = 0.0 kJ/mol

Each line ends with the Mulliken spin population.
Positions of all 49 atoms, in Å:
1 V 0.17 -0.06 -0.55  2.025
2 C 3.62 0.04 4.43  0.000
3 O 2.68 0.09 3.34  -0.002
4 C 1.37 -0.22 3.52  -0.009
5 C 0.83 -0.62 4.71  0.017
6 C -0.56 -0.52 4.94  -0.013
7 C -1.40 -0.20 3.89  0.015
8 C -0.91 0.05 2.57  0.009
9 C -1.89 0.29 1.50  0.059
10 N -1.64 0.32 0.21  -0.053
11 N -2.64 0.68 -0.59  -0.003
12 C -2.36 0.37 -1.83  -0.021
13 O -1.25 -0.14 -2.11  -0.017
14 C -3.40 0.92 -2.86  0.001
15 C -4.55 1.48 -2.35  -0.003
16 C -5.41 2.19 -3.25  0.001
17 C -5.03 2.39 -4.52  -0.001
18 C -3.86 1.78 -5.01  0.000
19 C -3.03 1.07 -4.18  0.000
20 C 0.50 -0.01 2.35  -0.001
21 O 1.05 0.25 1.23  -0.011
22 H 4.44 0.67 4.12  0.000
23 H 3.10 0.50 5.28  0.000
24 H 4.01 -1.02 4.67  0.000
25 H 1.51 -0.93 5.48  0.001
26 H -0.88 -0.46 5.95  -0.001
27 H -2.47 -0.21 4.06  0.001
28 H -2.88 0.61 1.76  -0.001
29 H -4.85 1.38 -1.28  -0.001
30 H -6.40 2.58 -2.89  0.000
31 H -5.58 3.07 -5.22  0.000
32 H -3.48 1.96 -6.06  0.000
33 H -2.09 0.65 -4.52  0.002
34 O 1.51 -3.68 0.58  0.002
35 C 1.13 -2.58 -0.11  0.004
36 O 0.00 -2.06 -0.04  -0.005
37 C 2.25 -2.03 -0.86  0.009
38 C 3.53 -2.52 -1.05  -0.009
39 C 4.53 -1.54 -1.48  0.012
40 C 4.22 -0.22 -1.79  -0.010
41 C 2.85 0.07 -1.76  0.018
42 N 1.97 -0.80 -1.35  -0.020
43 C 2.32 1.45 -1.84  0.004
44 O 3.11 2.31 -2.10  0.012
45 O 0.99 1.54 -1.48  -0.014
46 H 0.72 -4.00 1.12  0.000
47 H 3.77 -3.60 -1.10  0.000
48 H 5.52 -1.87 -1.56  0.001
49 H 4.89 0.60 -1.97  0.000